[1]
A molecular structure, C3H5ClFN at a distorted geometry. Source: the Open Molecules 2025 dataset; level of theory: the ωB97M-V functional and the def2-TZVPD basis.

XYZ file:
```
11
Properties=species:S:1:pos:R:3:forces:R:3:mulliken_charge:R:1
C -1.030 -0.152 0.150 -1.222 -4.157 -0.686 -0.5894
C 0.014 0.763 0.520 3.087 0.818 1.111 -0.4360
C 1.173 0.622 -0.410 -0.751 4.217 0.608 0.2585
H -0.786 -1.206 0.428 -1.210 1.361 0.306 0.3813
H -1.896 0.046 0.617 -3.351 1.290 1.418 0.4358
H -0.415 1.684 0.444 -0.653 3.177 0.419 0.4136
H 0.555 0.529 1.568 -1.953 0.697 -2.068 0.2336
H 0.440 -1.408 -1.097 -0.162 -0.310 -0.654 0.3558
N 2.184 0.623 -0.950 2.257 3.404 -2.203 -0.4728
F -1.331 -0.287 -1.233 0.604 0.821 0.429 -0.2999
Cl 1.092 -1.214 -0.036 3.353 -11.318 1.320 -0.2803
```
Positions in Å, forces in eV/Å.

For the HOMO energy, the calculation gives -8.5073 eV. The calculation puts the energy relative to the best compared isomer or geometry (same formula, charge and spin) at 5.4801 eV. As for the lowest unoccupied orbital energy: 0.4594 eV. The gap between HOMO and LUMO is 8.97 eV. The value obtained for the molecular weight is 109.5 g mol⁻¹.


[2]
2 unconnected molecules or ions with the total composition C29H32N4O4 at a distorted geometry. Source: the Open Molecules 2025 dataset; level of theory: the ωB97M-V functional and the def2-TZVPD basis.

XYZ file:
```
69
Properties=species:S:1:pos:R:3:forces:R:3:mulliken_charge:R:1
C -6.414 -0.390 3.777 -0.283 -0.066 0.067 -1.5309
C -5.032 -0.179 3.244 0.400 0.245 -0.114 0.9223
C -4.484 1.103 3.266 0.132 -0.295 -0.256 -0.8813
C -3.172 1.349 2.857 -0.176 -0.764 0.105 1.3330
C -2.639 2.730 3.046 0.055 0.643 0.082 -1.8482
C -2.400 0.261 2.404 -0.235 0.015 0.357 -0.1742
N -1.037 0.489 2.056 1.031 -0.226 -0.615 0.7835
C 0.037 -0.109 2.606 -0.665 1.040 1.218 -0.5133
N 1.148 0.451 2.080 -1.197 -0.068 -0.465 0.4305
C 2.465 0.164 2.500 0.511 -0.143 0.378 -0.4754
C 2.807 -1.175 2.774 0.593 0.371 -0.179 1.3282
C 1.785 -2.249 2.641 -0.479 -0.731 0.366 -0.9276
C 4.119 -1.470 3.158 -0.252 0.401 0.091 -0.9715
C 5.078 -0.462 3.303 -0.348 0.127 -0.294 0.7112
C 6.479 -0.797 3.715 0.306 -0.044 0.082 -1.4951
C 4.701 0.860 3.055 0.032 -0.359 0.126 -1.0307
C 3.396 1.202 2.696 -0.108 -0.601 0.021 1.3893
C 3.037 2.655 2.609 0.277 0.557 0.048 -2.0167
C 0.831 1.326 0.936 0.936 0.241 -0.245 -0.3591
C -0.668 1.309 0.886 -0.884 -0.051 -0.384 -0.8002
C -2.937 -1.036 2.338 -0.193 0.497 0.055 1.0060
C -2.133 -2.191 1.829 0.043 -0.603 -0.085 -1.1080
C -4.254 -1.233 2.759 0.052 0.180 0.135 -1.3177
H -6.736 -1.423 3.636 -0.046 0.087 0.025 0.3682
H -6.451 -0.161 4.850 0.014 -0.063 -0.164 0.2986
H -7.130 0.273 3.279 0.064 -0.134 0.068 0.3354
H -5.073 1.939 3.649 0.120 -0.219 -0.063 0.4005
H -1.697 2.912 2.529 -0.162 0.031 0.236 0.0391
H -3.380 3.456 2.684 0.220 -0.091 0.067 0.4221
H -2.468 2.927 4.115 -0.090 -0.070 -0.355 0.3248
H 2.133 -3.168 3.128 0.039 0.087 -0.169 0.2364
H 0.838 -1.919 3.122 0.774 -0.492 -0.429 -0.4525
H 1.560 -2.485 1.591 0.023 0.112 0.163 0.4790
H 4.389 -2.510 3.358 -0.068 0.237 -0.021 0.4256
H 7.044 0.114 3.934 -0.031 -0.159 -0.019 0.3571
H 6.486 -1.427 4.613 0.027 0.089 -0.156 0.3227
H 7.013 -1.343 2.926 -0.113 0.093 0.147 0.3069
H 5.437 1.660 3.171 -0.208 -0.230 0.055 0.3396
H 3.773 3.241 3.179 -0.208 -0.167 -0.149 0.4380
H 3.081 3.030 1.577 -0.108 -0.034 0.208 0.3642
H 2.052 2.879 3.035 0.127 -0.136 -0.155 0.3739
H 1.228 2.325 1.098 -0.078 -0.022 -0.141 0.2210
H 1.263 0.928 0.010 0.092 0.056 0.192 0.2853
H -1.024 0.834 -0.038 -0.098 0.094 0.213 0.2379
H -1.113 2.300 0.954 0.057 -0.059 -0.208 0.4430
H -2.762 -3.092 1.832 0.167 0.182 -0.075 0.4292
H -1.780 -2.038 0.797 -0.016 0.048 0.327 0.2883
H -1.262 -2.400 2.463 -0.140 0.135 -0.197 0.0611
H -4.673 -2.241 2.717 0.075 0.259 0.026 0.2615
O 2.156 -6.533 5.423 1.010 2.015 0.711 -0.5882
N 2.742 -5.488 5.789 1.820 -2.946 -0.169 0.9586
O 3.980 -5.433 5.974 -2.337 0.060 -0.292 -0.5957
C 1.968 -4.310 5.980 -0.947 1.913 -0.360 -0.2626
C 2.619 -3.094 6.279 -0.273 -0.873 -0.186 -0.3455
C 1.921 -1.910 6.158 -1.190 0.383 -0.152 -0.2859
C 0.540 -1.903 5.793 0.638 -1.720 -0.021 0.7536
C -0.180 -0.657 5.623 -1.583 0.714 1.077 0.0066
C -1.521 -0.530 5.877 1.719 -1.841 -0.023 -0.8330
N -2.103 0.735 5.847 -0.852 3.765 -0.330 1.1297
O -3.337 0.912 6.054 2.889 -0.904 -0.314 -0.6334
O -1.308 1.691 5.598 -1.931 -1.521 0.588 -0.6285
C -0.113 -3.154 5.597 0.377 0.678 0.258 -0.4141
C 0.597 -4.344 5.668 0.449 0.064 0.181 -0.7225
H 3.664 -3.121 6.569 -0.133 0.071 -0.167 0.4828
H 2.411 -0.957 6.362 -0.067 -0.278 -0.139 0.4001
H 0.405 0.251 5.502 -0.210 -0.224 -0.234 0.3652
H -2.169 -1.355 6.177 0.077 0.471 -0.255 0.4449
H -1.183 -3.165 5.370 0.463 -0.065 -0.080 0.2432
H 0.128 -5.304 5.470 0.096 0.240 -0.017 0.4633
```
Positions in Å, forces in eV/Å.

For the HOMO energy, the calculation gives -7.9990 eV. The calculation puts the energy relative to the best compared isomer or geometry (same formula, charge and spin) at 9.8570 eV. As for the lowest unoccupied orbital energy: -1.7105 eV. The gap between HOMO and LUMO is 6.29 eV. The value obtained for the molecular weight is 500.6 g mol⁻¹.


[3]
C4H5NO2 in the gas phase at a distorted geometry. Source: the Open Molecules 2025 dataset; level of theory: the ωB97M-V functional and the def2-TZVPD basis.

XYZ file:
```
12
Properties=species:S:1:pos:R:3:forces:R:3:mulliken_charge:R:1
N 1.049 -0.210 1.811 -0.204 0.212 -0.011 -0.3962
C 0.333 -0.185 0.684 -0.273 0.252 -0.055 0.6301
C 0.230 0.859 -0.367 -0.024 0.145 -0.178 -0.5501
C -0.689 0.191 -1.383 -0.239 -0.252 -0.350 0.8530
O -1.201 1.040 -2.152 -0.372 -1.016 -1.178 -0.7393
C -0.896 -1.101 -0.969 -0.075 0.162 -0.349 -0.9332
O -0.240 -1.277 0.324 0.103 0.341 0.078 -0.3264
H 0.985 -1.015 2.421 0.046 0.096 -0.261 0.2583
H 1.351 0.658 2.223 -0.014 -0.061 -0.139 0.2454
H 1.213 1.189 -0.710 -0.021 -0.235 -0.061 0.2928
H -0.502 1.696 -0.650 0.970 0.269 2.443 0.3010
H -1.612 -1.873 -1.189 0.103 0.086 0.062 0.3646
```
Positions in Å, forces in eV/Å.

For the HOMO energy, the calculation gives -7.2879 eV. The calculation puts the energy relative to the best compared isomer or geometry (same formula, charge and spin) at 3.5564 eV. As for the lowest unoccupied orbital energy: 0.2333 eV. The gap between HOMO and LUMO is 7.52 eV. The value obtained for the molecular weight is 99.1 g mol⁻¹.


[4]
A molecular structure, C36H55MgN5O2PSi at a distorted geometry. Source: the Open Molecules 2025 dataset; level of theory: the ωB97M-V functional and the def2-TZVPD basis.

XYZ file:
```
101
Properties=species:S:1:pos:R:3:forces:R:3:mulliken_charge:R:1
Mg -1.470 0.839 -0.742 0.189 0.890 -0.358 2.1442
N 1.317 6.285 -1.668 1.523 0.796 -0.565 -0.4503
C 0.411 5.859 -1.134 -2.188 -1.049 0.902 -0.2135
C -0.788 5.156 -0.691 -0.823 0.064 -0.472 0.2044
C -2.061 5.753 -0.580 0.359 -0.278 0.250 -0.2384
C -3.208 4.965 -0.356 1.751 -0.304 -0.763 -1.0236
C -3.020 3.581 -0.397 -0.550 0.793 -0.315 -0.2614
N -1.821 3.035 -0.576 -0.704 -1.483 0.620 0.0096
C -0.743 3.762 -0.665 0.904 1.249 0.236 0.2732
H -2.098 6.826 -0.683 -0.321 0.137 0.060 0.4954
H -4.188 5.387 -0.345 -0.381 0.242 0.286 0.4345
H -3.874 2.902 -0.371 0.272 0.099 0.101 0.4364
H 0.218 3.274 -0.684 -0.013 -0.316 -0.271 -0.0885
C -2.357 -0.928 -3.400 -0.265 0.591 0.698 -1.3298
Si -3.259 -0.678 -1.736 0.400 -0.363 0.659 0.2252
C -4.994 -0.136 -2.243 0.655 1.157 0.500 -1.3991
C -3.336 -2.338 -0.794 -0.784 0.740 -0.108 0.9357
C -3.598 -2.334 0.597 0.151 0.834 -1.287 -0.4015
C -3.808 -3.532 1.236 -0.206 0.300 1.337 -0.4087
C -3.819 -4.710 0.546 -0.105 -1.225 -0.760 -0.5989
C -3.577 -4.712 -0.832 0.188 -1.421 -0.353 -0.5342
C -3.337 -3.540 -1.519 0.463 0.672 0.684 -0.3628
H -2.745 -1.673 -4.065 -0.201 -0.598 -0.378 0.7161
H -1.277 -1.014 -3.275 -0.049 -0.143 -0.132 0.1435
H -2.590 0.049 -3.820 0.299 0.153 -0.476 0.2092
H -5.371 -0.831 -2.930 -0.751 -1.316 -0.979 0.4366
H -4.849 0.776 -2.853 -0.282 -0.033 0.501 0.3571
H -5.736 0.005 -1.447 0.334 0.148 -0.193 0.3033
H -3.688 -1.347 1.106 0.183 -0.921 -0.203 0.1976
H -3.976 -3.577 2.308 -0.096 0.176 -0.005 0.4092
H -4.054 -5.648 1.074 0.293 0.497 -0.368 0.3774
H -3.518 -5.675 -1.377 -0.234 0.614 0.427 0.3298
H -3.073 -3.501 -2.581 -0.299 -0.295 0.352 0.2826
O 0.109 1.085 0.380 0.506 -0.529 -0.135 -0.6011
P 1.101 0.082 1.002 -0.671 -0.305 -0.215 -0.6012
C 2.821 0.792 1.044 -1.445 0.626 0.494 0.4494
C 2.818 2.303 0.614 -1.312 -0.454 0.739 -0.5636
C 2.477 3.220 1.812 -0.306 0.469 -0.266 -0.1790
C 3.422 3.141 3.017 0.904 -2.730 -1.854 -1.2589
C 3.391 1.641 3.433 0.470 0.242 0.799 -0.2285
C 3.617 0.589 2.349 0.986 1.618 -1.421 -1.5867
C 0.323 -0.116 2.648 0.138 -1.340 -0.356 1.1136
C 0.884 -1.067 3.710 1.647 -1.462 -0.824 -0.5809
C 0.270 -0.747 5.078 -0.595 -0.377 -0.985 -1.1467
C -1.215 -0.382 4.937 -0.424 -0.319 0.426 -0.8008
C -1.791 -1.083 3.679 0.039 0.614 1.316 -0.7654
C -1.219 -0.368 2.483 0.241 0.662 -0.673 0.9687
C 1.257 -1.367 -0.165 0.892 -0.837 1.309 0.8503
C 0.031 -2.191 -0.545 0.033 -0.045 0.332 1.7981
C -0.195 -3.393 0.402 0.123 -0.092 -0.813 0.3612
C 1.042 -4.313 0.541 -1.107 0.685 0.494 -1.4315
C 2.214 -3.484 1.062 -1.160 0.613 1.137 -0.1923
C 2.462 -2.353 0.066 -0.280 0.602 0.180 -1.5275
H 3.257 0.257 0.225 0.572 -0.452 -0.371 1.1847
H 2.023 2.418 -0.169 0.983 0.041 0.510 -0.3078
H 3.789 2.539 0.213 0.421 0.130 -0.291 0.7017
H 1.415 2.996 2.071 0.632 0.086 0.292 -0.0700
H 2.488 4.264 1.538 -0.223 0.359 -0.691 0.6273
H 3.067 3.711 3.824 -0.395 0.915 1.016 0.5075
H 4.472 3.454 2.765 -0.988 -0.149 0.038 0.3155
H 2.422 1.529 3.895 -0.408 -0.387 0.358 -0.1388
H 4.153 1.444 4.200 -0.304 0.076 0.020 0.4578
H 3.660 -0.418 2.726 -0.249 -0.374 0.119 0.3273
H 4.619 0.817 1.962 0.315 -0.329 0.344 0.7037
H 0.539 0.895 2.967 -0.363 0.512 0.512 0.6101
H 1.977 -0.976 3.778 -0.168 0.544 0.165 -0.0424
H 0.917 -2.175 3.373 -1.199 1.646 0.673 0.5875
H 0.844 0.042 5.511 0.291 0.645 0.440 0.3670
H 0.355 -1.599 5.711 0.205 -0.723 0.581 0.4647
H -1.313 0.720 4.796 -0.180 -0.695 0.222 0.2785
H -1.794 -0.700 5.851 0.632 0.545 -0.856 0.4753
H -2.862 -0.961 3.753 -0.430 -0.068 -0.434 0.5786
H -1.593 -2.162 3.689 0.142 0.224 -0.049 0.2891
H -1.704 0.608 2.339 0.025 -0.124 0.309 0.0342
H -1.487 -0.908 1.577 0.372 -0.308 -0.226 -1.7065
H 1.503 -0.784 -1.024 0.377 0.621 -0.764 -0.7187
H 0.165 -2.533 -1.612 -0.209 0.237 0.991 0.5632
H -0.837 -1.523 -0.508 -0.200 -0.411 -0.274 -2.2511
H -1.030 -3.967 -0.023 0.076 0.134 0.436 0.1136
H -0.446 -3.055 1.412 -0.274 0.155 -0.093 -0.2854
H 1.221 -4.747 -0.431 0.480 -0.242 -0.352 0.4348
H 0.713 -5.115 1.206 0.435 -0.079 0.069 0.4968
H 3.095 -4.086 1.289 0.072 0.142 -0.295 0.4440
H 1.899 -2.998 2.067 0.539 -0.868 -1.501 -0.2159
H 2.639 -2.755 -0.927 0.240 -0.305 -0.172 0.6765
H 3.356 -1.824 0.361 0.364 0.321 -0.003 0.6280
C 2.425 0.949 -6.436 -0.952 1.093 -0.365 -0.9452
N 1.929 1.129 -5.060 1.249 -0.163 0.100 0.0322
C 0.610 1.588 -4.684 -0.257 -0.198 0.242 -0.4389
C 0.507 1.070 -3.263 -0.774 1.108 1.872 -0.5614
O -0.462 1.308 -2.489 1.425 -0.436 -1.579 -0.8443
N 1.656 0.463 -2.903 -0.230 -0.419 -0.079 0.0968
C 2.430 0.457 -3.988 -0.184 0.841 -0.379 0.3130
N 3.640 -0.130 -3.997 1.236 0.841 -0.661 -0.5051
H 1.794 0.224 -6.923 0.120 -0.677 -0.231 0.3601
H 3.477 0.706 -6.507 0.023 -0.345 0.343 0.3060
H 2.319 1.848 -7.077 -0.071 -0.090 0.861 0.3143
H -0.137 1.070 -5.246 -0.726 -0.275 -0.663 0.3052
H 0.407 2.666 -4.737 0.404 -0.250 -0.047 0.2856
H 4.027 -0.302 -3.067 -0.265 -0.054 -0.534 0.2361
H 4.326 0.278 -4.678 -0.974 -0.846 1.082 0.2274
```
Positions in Å, forces in eV/Å.

For the HOMO energy, the calculation gives -9.4029 eV. As for the lowest unoccupied orbital energy: -2.4011 eV. Its total charge is +1. The gap between HOMO and LUMO is 7.00 eV. The value obtained for the molecular weight is 673.2 g mol⁻¹.